This record from the OMol25 dataset describes C22H21O3PSe2Sr as an isolated structure. The level of theory is ωB97M-V/def2-TZVPD.

```
50
Properties=species:S:1:pos:R:3:forces:R:3
Sr -0.713 -0.828 0.076 0.2 0.2 0.2
C 1.388 1.832 -2.154 0.0 0.0 0.0
C 1.464 1.974 -0.656 0.1 0.0 0.0
C 1.995 0.949 0.132 0.0 -0.1 -0.1
C 2.156 1.107 1.503 0.0 0.0 0.0
C 1.789 2.297 2.112 0.0 0.0 0.0
C 1.250 3.319 1.345 0.0 0.0 0.0
C 1.087 3.157 -0.024 0.0 0.0 0.0
H 1.205 0.800 -2.449 0.0 0.0 0.0
H 2.334 2.134 -2.609 0.0 0.0 0.0
H 0.613 2.475 -2.577 0.0 0.0 0.0
H 2.300 0.025 -0.350 0.0 0.0 0.0
H 2.554 0.293 2.095 0.0 0.0 0.0
H 1.897 2.416 3.181 0.0 0.0 0.0
H 0.952 4.248 1.814 0.0 0.0 0.0
H 0.679 3.970 -0.615 0.0 0.0 0.0
Se 0.421 -2.290 2.583 0.0 -0.1 0.0
P -1.388 -1.291 3.200 -0.2 0.1 -0.1
Se -1.425 0.825 2.800 0.0 -0.1 0.0
C -2.738 -2.046 2.183 0.1 -0.1 0.0
C -3.678 -1.266 1.516 0.0 0.0 0.0
C -4.648 -1.862 0.715 0.0 0.0 0.0
C -4.692 -3.241 0.588 0.0 0.0 0.0
C -3.765 -4.027 1.262 0.0 0.0 0.0
C -2.790 -3.435 2.046 0.0 0.0 0.0
C -1.859 -1.679 4.909 0.0 0.0 0.0
C -1.281 -2.753 5.574 0.0 0.0 0.0
C -1.697 -3.073 6.859 0.0 0.0 0.0
C -2.688 -2.323 7.475 0.0 0.0 0.0
C -3.260 -1.245 6.812 0.0 0.0 0.0
C -2.847 -0.919 5.531 0.0 0.0 0.0
H -3.646 -0.190 1.641 0.0 0.0 0.0
H -5.370 -1.242 0.199 0.0 0.0 0.0
H -5.446 -3.704 -0.035 0.0 0.0 0.0
H -3.793 -5.105 1.164 0.0 0.0 0.0
H -2.047 -4.048 2.542 0.0 0.0 0.0
H -0.499 -3.324 5.090 0.0 0.0 0.0
H -1.243 -3.906 7.379 0.0 0.0 0.0
H -3.010 -2.573 8.478 0.0 0.0 0.0
H -4.025 -0.652 7.296 0.0 0.0 0.0
H -3.271 -0.068 5.013 0.0 0.0 0.0
C -1.005 -2.978 -4.083 0.0 0.0 0.0
O 0.128 -2.520 -3.349 0.0 0.0 0.0
C -0.166 -1.929 -2.177 -0.1 0.1 0.2
O 0.843 -1.515 -1.558 0.0 -0.2 -0.4
H -1.669 -3.559 -3.445 0.0 0.0 0.0
H -0.622 -3.605 -4.885 0.0 0.0 0.0
H -1.554 -2.137 -4.508 0.0 0.0 0.0
O -1.913 1.490 -0.929 0.0 0.0 0.0
C -2.097 2.574 -1.176 0.0 0.0 0.0
```
Positions in Å, forces in eV/Å.

The value obtained for the max |F| is 0.0076 hartree/bohr. The LUMO energy is 0.20 eV. The HOMO energy comes out at -7.85 eV. For the total energy, the calculation gives -170116.93193 eV.